i.
# C4H9NO2

A single C4H9NO2 molecule (wB97M-V/def2-TZVPD, OMol25).

The value obtained for the orbital gap is 9.09 eV. The value obtained for the highest occupied orbital energy is -8.234 eV. The value obtained for the LUMO energy is 0.031 hartree.

Geometry as ORCA input:
```
! RIJCOSX wB97M-V def2-TZVPD def2/J DEFGRID3
* xyz 0 1
O 0.82229 -1.28049 -0.06647
O 0.77225 1.50464 0.80818
N -1.37552 -0.90176 0.66496
C 1.02780 -0.16955 -0.94031
C -1.99689 0.14845 -0.18774
C 1.66541 0.93877 -0.12958
C -0.19536 -1.56486 0.71957
H 1.97183 1.74379 -0.80141
H -1.84289 -1.73568 1.01690
H 0.58517 0.84032 1.48689
H -1.41732 1.07551 -0.11497
H -3.01382 0.37982 0.15015
H 0.11165 0.15932 -1.43497
H 1.72472 -0.54934 -1.69101
H -2.04933 -0.14719 -1.24149
H 2.56127 0.53596 0.36642
*
```

***

ii.
# C4H9NO2

A single C4H9NO2 molecule (wB97M-V/def2-TZVPD, OMol25).

Its SMILES is CCCOC(N)=O. The value obtained for the orbital gap is 11.34 eV. The value obtained for the highest occupied orbital energy is -10.413 eV. The value obtained for the LUMO energy is 0.034 hartree.

Geometry as ORCA input:
```
! RIJCOSX wB97M-V def2-TZVPD def2/J DEFGRID3
* xyz 0 1
O 0.67375 -1.01606 0.42681
O -0.98437 -0.36151 1.84981
N -1.16303 -2.25552 0.58459
C 1.28996 0.27514 0.51558
C -0.55819 1.20215 -0.96697
C 0.94624 1.09020 -0.72549
C -0.53418 -1.12928 1.02701
H 0.95293 0.76939 1.43093
H 1.38396 2.08879 -0.60609
H -1.06985 1.63520 -0.10197
H 1.42802 0.63342 -1.59881
H -2.13364 -2.35467 0.83185
H -0.83144 -2.69560 -0.25730
H 2.36472 0.08666 0.58418
H -0.99493 0.21381 -1.14789
H -0.76996 1.81789 -1.84624
*
```

***

Least stable: i

***

i.
# C4H9NO2

A single C4H9NO2 molecule (wB97M-V/def2-TZVPD, OMol25).

Its SMILES is COCCNC=O. The value obtained for the orbital gap is 10.69 eV. The value obtained for the highest occupied orbital energy is -9.782 eV. The value obtained for the LUMO energy is 0.033 hartree.

Geometry as ORCA input:
```
! RIJCOSX wB97M-V def2-TZVPD def2/J DEFGRID3
* xyz 0 1
O -0.69165 2.38799 0.95331
O 0.60396 -1.38187 -0.23004
N 0.20865 1.21089 -0.79310
C 0.23812 2.11924 0.21811
C -0.93196 0.35762 -1.05391
C 0.93502 -1.26818 1.13908
C -0.74915 -1.08842 -0.50977
H 1.09050 0.92082 -1.18883
H -1.09800 0.32688 -2.13574
H 2.02095 -1.37862 1.21789
H -1.08607 -1.80555 -1.26767
H -1.36678 -1.24509 0.38478
H -1.80154 0.83917 -0.60071
H 0.64538 -0.29697 1.56807
H 0.45593 -2.06361 1.73044
H 1.22224 2.62224 0.29566
*
```

***

ii.
# C4H9NO2

A single C4H9NO2 molecule (wB97M-V/def2-TZVPD, OMol25).

Its SMILES is C[C@@H](O)CNC=O. The value obtained for the orbital gap is 9.76 eV. The value obtained for the highest occupied orbital energy is -9.163 eV. The value obtained for the LUMO energy is 0.022 hartree.

Geometry as ORCA input:
```
! RIJCOSX wB97M-V def2-TZVPD def2/J DEFGRID3
* xyz 0 1
O -1.50209 1.75255 -2.19269
O -0.15839 -1.48217 0.87769
N -1.32487 0.05382 -1.03154
C -0.34712 0.57190 -0.11384
C 1.64844 0.05549 1.47296
C 0.67300 -0.51938 0.35341
C -1.85039 0.57989 -2.16232
H 0.24239 -2.21824 1.50934
H -0.87949 1.07305 0.73648
H 1.26867 0.88208 2.01512
H 1.30104 -0.87805 -0.36212
H 0.41563 1.36060 -0.69291
H -1.53353 -0.94763 -0.61907
H 1.88700 -0.77667 2.00727
H 2.67020 0.42317 1.08007
H -2.51048 0.06959 -2.87786
*
```

***

iii.
# C4H9NO2

C4H9NO2 as an isolated structure (wB97M-V/def2-TZVPD, OMol25).

The value obtained for the orbital gap is 10.18 eV. The value obtained for the highest occupied orbital energy is -9.419 eV. The value obtained for the LUMO energy is 0.028 hartree.

Geometry as ORCA input:
```
! RIJCOSX wB97M-V def2-TZVPD def2/J DEFGRID3
* xyz 0 1
O -1.20015 2.70792 -0.92511
O -0.05491 -1.67344 0.64753
N 0.92909 2.81276 -0.19449
C -0.10177 0.68762 0.84515
C 0.28152 -2.84018 -0.06445
C 0.32539 -0.49296 -0.01351
C 0.09427 2.00030 0.19216
H -1.16810 0.58860 1.10175
H 0.03938 3.41718 -1.05887
H -0.22345 -2.86430 -1.04499
H -1.98516 2.48962 -0.40296
H -0.04781 -3.69962 0.53025
H 1.37133 -2.90688 -0.22207
H 0.47733 0.68794 1.78192
H -0.15579 -0.43635 -1.00542
H 1.41884 -0.47822 -0.16689
*
```

***

iv.
# C4H9NO2

A 2-piece molecular cluster, C4H9NO2 overall (wB97M-V/def2-TZVPD, OMol25).

The value obtained for the orbital gap (spin up / spin down) is 7.52 / 7.51 eV. The value obtained for the highest occupied orbital energy (spin up / spin down) is -8.822 / -8.821 eV. The value obtained for the LUMO energy (spin up / spin down) is -0.048 / -0.048 hartree.

Geometry as ORCA input:
```
! RIJCOSX wB97M-V def2-TZVPD def2/J DEFGRID3
* xyz 0 1
O -2.66184 0.58043 0.32298
O 0.35875 -1.42503 0.41784
N -1.28108 0.83449 2.12984
C 1.83907 -0.57597 -1.31078
C 0.03172 0.63403 -0.62249
C -1.64047 0.29366 0.92043
C 0.35514 -0.78562 -0.73846
H -0.21165 -1.25527 -1.56712
H 2.46844 -0.04682 -0.59172
H 1.86913 -0.08519 -2.28637
H -0.89599 -0.63242 0.71354
H -1.99665 1.33127 2.64435
H -0.60055 0.32260 2.67395
H -0.36018 1.20611 -1.46397
H 2.21223 -1.59644 -1.41323
H 0.51395 1.20015 0.17122
*
```

***

Least stable: iii

***

i.
# C4H9NO2

A single C4H9NO2 molecule (wB97M-V/def2-TZVPD, OMol25).

Its SMILES is C[C@@H](O)[C@H](N)C=O. The value obtained for the orbital gap is 9.88 eV. The value obtained for the highest occupied orbital energy is -9.220 eV. The value obtained for the LUMO energy is 0.024 hartree.

Geometry as ORCA input:
```
! RIJCOSX wB97M-V def2-TZVPD def2/J DEFGRID3
* xyz 0 1
O -0.53142 1.51279 -0.82146
O -2.56959 0.07952 0.70416
N -0.32934 -1.46968 -0.65703
C 0.36284 0.73203 0.04794
C -1.53696 -0.38923 1.18577
C 1.72116 0.59068 -0.67139
C -0.32973 -0.65741 0.42399
H 2.49495 1.40513 -0.75486
H -0.58336 -2.45525 -0.51435
H -0.86734 -1.10607 -1.42756
H -1.14790 2.03674 -0.33648
H 1.54592 -0.01724 -1.57813
H 2.29023 -0.09195 -0.00133
H -1.56729 -0.71659 2.25080
H 0.25851 -0.89142 1.29598
H 0.78933 1.43794 0.85394
*
```

***

ii.
# C4H9NO2

A single C4H9NO2 molecule (wB97M-V/def2-TZVPD, OMol25).

Its SMILES is NC(=O)CCCO. The value obtained for the orbital gap is 10.88 eV. The value obtained for the highest occupied orbital energy is -10.152 eV. The value obtained for the LUMO energy is 0.027 hartree.

Geometry as ORCA input:
```
! RIJCOSX wB97M-V def2-TZVPD def2/J DEFGRID3
* xyz 0 1
O 0.62741 -1.32858 1.35000
O -2.33313 0.02224 -0.17252
N -1.04064 -1.32245 -1.23190
C -0.20249 1.00327 -0.66274
C 1.35032 -0.16088 1.02675
C 0.46774 1.05053 0.71911
C -1.23236 -0.08529 -0.70480
H -0.35774 -1.58374 -1.94151
H 1.96432 0.05945 1.90564
H 1.07542 1.96132 0.76865
H -2.03205 -1.58697 -1.00184
H -0.30583 1.12525 1.49188
H 0.17645 -1.64810 0.55459
H 2.04573 -0.33367 0.18541
H 0.55663 0.89945 -1.44770
H -0.75977 1.92816 -0.83904
*
```

***

Least stable: i

***

i.
# C4H5NO

A 2-piece molecular cluster, C4H5NO overall (wB97M-V/def2-TZVPD, OMol25).

Its SMILES is O=c1cc1.C=N. The value obtained for the orbital gap is 10.15 eV. The value obtained for the highest occupied orbital energy is -9.207 eV. The value obtained for the LUMO energy is 0.035 hartree.

Geometry as ORCA input:
```
! RIJCOSX wB97M-V def2-TZVPD def2/J DEFGRID3
* xyz 0 1
O 1.67290 -0.62137 -0.57023
N -0.95184 -1.23924 0.26486
C 0.56481 1.36854 0.56590
C 1.86584 1.69481 0.51628
C 1.45596 0.43967 -0.03082
C -1.90617 -1.30208 -0.56140
H -1.91550 -1.91356 -1.47236
H 2.59241 2.44383 0.81254
H -2.79449 -0.69761 -0.36549
H -0.43838 1.60818 0.89386
H -0.14555 -1.78117 -0.05312
*
```

***

ii.
# C4H5NO

A single C4H5NO molecule (wB97M-V/def2-TZVPD, OMol25).

The value obtained for the orbital gap (spin up / spin down) is 8.99 / 8.99 eV. The value obtained for the highest occupied orbital energy (spin up / spin down) is -8.961 / -8.961 eV. The value obtained for the LUMO energy (spin up / spin down) is 0.001 / 0.001 hartree.

Geometry as ORCA input:
```
! RIJCOSX wB97M-V def2-TZVPD def2/J DEFGRID3
* xyz 0 1
O -1.72423 0.19461 1.50202
N -0.93537 -1.49673 1.57330
C 0.92847 0.44368 -1.06913
C -1.01172 0.75384 0.57937
C -0.07688 -1.25456 0.66669
C -0.01172 0.00841 0.00938
H -1.19342 1.78829 0.25460
H 0.83369 -0.16301 -1.97526
H 0.51039 -2.17090 0.55703
H 1.97438 0.41905 -0.74699
H 0.70642 1.47733 -1.35101
*
```

***

iii.
# C4H5NO

A single C4H5NO molecule (wB97M-V/def2-TZVPD, OMol25).

Its SMILES is C#CC(=O)NC. The value obtained for the orbital gap is 10.81 eV. The value obtained for the highest occupied orbital energy is -9.947 eV. The value obtained for the LUMO energy is 0.032 hartree.

Geometry as ORCA input:
```
! RIJCOSX wB97M-V def2-TZVPD def2/J DEFGRID3
* xyz 0 1
O 0.45360 -1.89111 1.44583
N -0.78632 -0.79441 -0.11434
C 0.30657 -0.94693 0.69059
C -1.16436 0.41998 -0.81315
C 1.34628 0.08646 0.54279
C 2.25895 0.86088 0.39436
H -1.51700 -1.46826 0.07537
H -1.59106 1.16898 -0.13715
H -1.90724 0.17568 -1.57574
H 3.07022 1.54619 0.25070
H -0.30302 0.87316 -1.30962
*
```

***

iv.
# C4H5NO

A single C4H5NO molecule (wB97M-V/def2-TZVPD, OMol25).

Its SMILES is N#CC1(O)CC1. The value obtained for the orbital gap is 9.89 eV. The value obtained for the highest occupied orbital energy is -9.276 eV. The value obtained for the LUMO energy is 0.023 hartree.

Geometry as ORCA input:
```
! RIJCOSX wB97M-V def2-TZVPD def2/J DEFGRID3
* xyz 0 1
O 0.50790 0.38273 1.60892
N 2.07138 0.10920 -1.09880
C -0.49600 0.39204 -0.70843
C -1.26933 -0.48786 0.29444
C 1.39021 -0.52042 -0.37987
C 0.21803 -0.32867 0.45068
H 1.13997 1.08759 1.40442
H -0.49265 -0.21933 -1.60575
H -1.68982 -1.42334 -0.09194
H -1.80118 -0.10650 1.16288
H 0.42150 1.11457 -1.03655
*
```

***

Least stable: iv

***

i.
# C4H5NO

A single C4H5NO molecule (wB97M-V/def2-TZVPD, OMol25).

Its SMILES is N#C[C@@H]1CCO1. The value obtained for the orbital gap is 11.31 eV. The value obtained for the highest occupied orbital energy is -10.605 eV. The value obtained for the LUMO energy is 0.026 hartree.

Geometry as ORCA input:
```
! RIJCOSX wB97M-V def2-TZVPD def2/J DEFGRID3
* xyz 0 1
O -0.09497 0.14901 -1.23498
N 1.30441 2.99023 0.49793
C 0.00157 -0.61999 0.71818
C -0.16506 -1.25927 -0.78275
C 0.72767 1.93724 0.30524
C -0.17109 0.78427 -0.01599
H -1.25872 -1.81790 -0.97614
H -1.06295 1.25442 0.20762
H 0.76614 -1.89757 -1.24184
H 0.90990 -0.78016 1.23219
H -0.95690 -0.74026 1.29052
*
```

***

ii.
# C4H5NO

A single C4H5NO molecule (wB97M-V/def2-TZVPD, OMol25).

Its SMILES is N#CC1(O)CC1. The value obtained for the orbital gap is 10.11 eV. The value obtained for the highest occupied orbital energy is -9.333 eV. The value obtained for the LUMO energy is 0.029 hartree.

Geometry as ORCA input:
```
! RIJCOSX wB97M-V def2-TZVPD def2/J DEFGRID3
* xyz 0 1
O 0.13413 -1.19881 1.21762
N -2.42561 0.16662 -0.09241
C 0.18074 0.11599 -0.93916
C 1.28204 0.48569 0.03854
C -0.03962 0.03086 0.58928
C -1.43265 0.40393 0.47483
H -0.18964 1.06152 -1.32379
H 2.08367 -0.18447 0.34001
H 1.56843 1.53804 0.05984
H -0.57621 -1.80149 0.95945
H -0.58527 -0.61789 -1.32420
*
```

***

iii.
# C4H5NO

A single C4H5NO molecule (wB97M-V/def2-TZVPD, OMol25).

Its SMILES is C[C@H](C#N)C=O. The value obtained for the orbital gap is 11.19 eV. The value obtained for the highest occupied orbital energy is -10.581 eV. The value obtained for the LUMO energy is 0.022 hartree.

Geometry as ORCA input:
```
! RIJCOSX wB97M-V def2-TZVPD def2/J DEFGRID3
* xyz 0 1
O 0.45153 1.59971 -1.38580
N -2.30004 -1.04741 -0.50926
C -1.39270 -0.56659 0.02517
C 1.04428 -0.79326 0.20185
C -0.15637 0.12517 0.43639
C -0.27653 1.35638 -0.46371
H 1.99833 -0.26196 0.25223
H -0.19262 0.46731 1.48155
H 0.96005 -1.26229 -0.77984
H 1.04107 -1.57788 0.96462
H -1.17701 1.96080 -0.22319
*
```

***

iv.
# C4H5NO

A single C4H5NO molecule (wB97M-V/def2-TZVPD, OMol25).

Its SMILES is O=C1C[C@H]2N[C@@H]12. The value obtained for the orbital gap is 10.49 eV. The value obtained for the highest occupied orbital energy is -9.525 eV. The value obtained for the LUMO energy is 0.035 hartree.

Geometry as ORCA input:
```
! RIJCOSX wB97M-V def2-TZVPD def2/J DEFGRID3
* xyz 0 1
O 1.36287 0.06956 1.92833
N -1.51938 -0.01706 -0.27525
C -0.26020 0.38903 -0.82044
C 0.60770 -0.05807 1.00112
C 0.82625 -0.61459 -0.41842
C -0.63039 0.70347 0.62597
H -1.57626 -1.01917 -0.10534
H -0.19140 1.04554 -1.67830
H 0.53188 -1.64439 -0.63821
H 1.85240 -0.44187 -0.75312
H -1.00347 1.58753 1.13366
*
```

***

Least stable: ii

***

i.
# C4H5NO

A single C4H5NO molecule (wB97M-V/def2-TZVPD, OMol25).

The value obtained for the orbital gap is 8.08 eV. The value obtained for the highest occupied orbital energy is -8.190 eV. The value obtained for the LUMO energy is -0.004 hartree.

Geometry as ORCA input:
```
! RIJCOSX wB97M-V def2-TZVPD def2/J DEFGRID3
* xyz 0 1
O 1.20960 -0.60855 -1.34837
N -0.90491 -0.52172 -0.30670
C 0.05769 1.12997 0.88455
C -1.10946 0.65480 0.26218
C 0.52679 -0.85618 -0.13236
C 1.10508 0.21903 0.76713
H 0.59512 -1.91112 0.17011
H 0.12963 2.11125 1.33861
H -1.60659 -1.07945 -0.77077
H -2.08300 1.14120 0.19548
H 2.08004 -0.27923 -1.05984
*
```

***

ii.
# C4H5NO

A single C4H5NO molecule (wB97M-V/def2-TZVPD, OMol25).

Its SMILES is N#CC[C@H]1CO1. The value obtained for the orbital gap is 11.71 eV. The value obtained for the highest occupied orbital energy is -10.807 eV. The value obtained for the LUMO energy is 0.033 hartree.

Geometry as ORCA input:
```
! RIJCOSX wB97M-V def2-TZVPD def2/J DEFGRID3
* xyz 0 1
O 0.07908 1.79414 0.29570
N 0.56406 -2.24616 -0.95026
C -0.09774 0.44215 0.65770
C -1.10304 -0.43214 -0.09277
C -0.27821 -1.53068 -0.60808
C 1.10503 0.86233 -0.04772
H 2.04742 0.91846 0.49263
H -1.57388 0.10979 -0.92015
H 1.18981 0.64688 -1.11303
H -1.89900 -0.80426 0.55979
H -0.03354 0.23949 1.72619
*
```

***

iii.
# C4H5NO

A single C4H5NO molecule (wB97M-V/def2-TZVPD, OMol25).

The value obtained for the orbital gap is 9.66 eV. The value obtained for the highest occupied orbital energy is -10.374 eV. The value obtained for the LUMO energy is -0.026 hartree.

Geometry as ORCA input:
```
! RIJCOSX wB97M-V def2-TZVPD def2/J DEFGRID3
* xyz 0 1
O 0.71977 -1.54996 0.49394
N 1.98523 0.07851 -0.45031
C 0.83009 -0.41944 0.07039
C -0.00259 1.74888 0.24047
C -0.38449 0.51402 0.08257
C -1.75792 -0.11178 0.12223
H 2.09297 1.06087 -0.66048
H -1.83940 -0.72603 1.02329
H -2.54192 0.64903 0.13760
H 2.81563 -0.48050 -0.31770
H -1.91736 -0.76361 -0.74200
*
```

***

Least stable: i